Record 1
Density functional theory data (ωB97M-V/def2-TZVPD) for a molecular structure, C3H3FO4Pb at a distorted geometry.

Values from the calculation:
Molar mass   329.3 g/mol
E_tot   -19269.94161 eV
Highest occupied orbital energy (alpha / beta)   -24.51 / -24.41 eV

Geometry as ORCA input:
```
! wB97M-V def2-TZVPD RIJCOSX def2/J DEFGRID3
* xyz 3 2
C 0.92641 1.50418 -0.52223
C 1.02431 0.14371 0.04509
O -0.27833 -0.32923 0.33722
O 1.90167 2.18711 -0.90088
H -0.02363 2.04033 -0.68223
H 1.68085 0.15681 0.93531
H 1.47795 -0.53710 -0.69871
F 3.10224 1.51738 -0.72424
C -0.99238 -1.24179 -0.41499
O -2.12530 -1.62862 -0.23141
Pb -3.84697 -2.66966 1.96131
O -2.84682 -1.14311 0.89576
*
```

Record 2
Density functional theory data (ωB97M-V/def2-TZVPD) for a molecular structure, C34H28Cl5Sb2Tc at a distorted geometry.

Values from the calculation:
Molar mass   955.4 g/mol
E_tot   -113587.99080 eV
Energy relative to the best compared isomer or geometry (same formula, charge and spin)   0.0 kJ/mol
Highest occupied orbital energy (alpha / beta)   -11.15 / -11.32 eV

Geometry as ORCA input:
```
! wB97M-V def2-TZVPD RIJCOSX def2/J DEFGRID3
* xyz 1 4
Tc 0.15167 0.32104 1.84014
C -1.11411 -2.79188 -0.94966
C -1.83754 -1.69424 -1.71007
C -0.90439 -0.60880 -2.22765
Sb -0.46794 0.94336 -0.76466
C -0.09401 2.45215 -2.21810
C -0.77687 3.65477 -2.19272
C -0.58620 4.57389 -3.20942
C 0.29695 4.29617 -4.24065
C 1.00413 3.10542 -4.24477
C 0.81050 2.18337 -3.23350
C -2.53734 1.36248 -0.37411
C -2.98952 1.31194 0.93617
C -4.28477 1.68790 1.24615
C -5.14158 2.09072 0.23433
C -4.71009 2.09683 -1.08293
C -3.40704 1.74235 -1.38696
Sb 0.08004 -2.15192 0.75026
C 1.99870 -2.06211 -0.19604
C 2.86822 -1.03491 0.14375
C 4.12569 -0.96867 -0.43142
C 4.53068 -1.94090 -1.33139
C 3.67357 -2.98103 -1.65353
C 2.41094 -3.03850 -1.09127
C 0.27478 -4.10847 1.58376
C 1.52031 -4.64771 1.86062
C 1.61829 -5.95338 2.31124
C 0.47507 -6.71536 2.48793
C -0.77069 -6.16693 2.23928
C -0.87177 -4.86038 1.79451
H -0.40349 -3.29584 -1.60928
H -1.83181 -3.53122 -0.58882
H -2.63294 -1.25199 -1.09520
H -2.33230 -2.16483 -2.56560
H -1.36174 -0.09156 -3.07340
H 0.03739 -1.04172 -2.56874
H -1.46534 3.86908 -1.38530
H -1.13148 5.50480 -3.19821
H 0.43405 5.00966 -5.03720
H 1.70260 2.89343 -5.04069
H 1.36385 1.25130 -3.23339
H -2.31538 0.97238 1.73455
H -4.61736 1.67100 2.27230
H -6.14821 2.39688 0.47376
H -5.38471 2.38419 -1.87572
H -3.05897 1.76529 -2.41268
H 2.57073 -0.28849 0.88564
H 4.78991 -0.16233 -0.16245
H 5.51585 -1.90061 -1.77069
H 3.98683 -3.75765 -2.33468
H 1.75389 -3.86328 -1.33900
H 2.41113 -4.04902 1.71798
H 2.58975 -6.37539 2.51396
H 0.55861 -7.73663 2.82401
H -1.66284 -6.75735 2.38169
H -1.84920 -4.42696 1.61576
C 0.93050 -0.36739 3.48844
H 0.61325 -0.10723 4.50023
H 1.77659 -1.06023 3.55730
Cl -1.16895 2.13754 4.02264
C -0.01879 3.04787 3.11291
C 0.62740 2.36537 2.07479
C 1.49629 3.14982 1.31131
Cl 2.32066 2.43124 -0.01675
C 1.72565 4.49899 1.56619
Cl 2.77575 5.40732 0.55735
C 1.08844 5.11923 2.64383
Cl 1.39750 6.75643 2.99878
C 0.19573 4.38247 3.42724
Cl -0.62450 5.11823 4.73787
*
```

Record 3
Density functional theory data (ωB97M-V/def2-TZVPD) for C5H10O in the gas phase.

Values from the calculation:
Molar mass   86.1 g/mol
SMILES string   C[C@@H]1C[C@H](C)O1
E_tot   -7393.80952 eV
Energy relative to the best compared isomer or geometry (same formula, charge and spin)   92.2 kJ/mol
Highest occupied orbital energy   -9.58 eV

Geometry as ORCA input:
```
! wB97M-V def2-TZVPD RIJCOSX def2/J DEFGRID3
* xyz 0 1
C -2.17292 0.09965 0.28824
C -0.97348 -0.45695 -0.46251
C 0.19588 -0.89016 0.42797
C 1.05775 -0.10454 -0.55594
C 1.98380 0.94658 0.00273
O -0.11751 0.47795 -1.16198
H -2.68078 -0.73178 0.79760
H -1.85812 0.80344 1.06720
H -2.91089 0.58662 -0.35537
H -1.29285 -1.21353 -1.19324
H 0.39457 -1.95368 0.55734
H 0.16127 -0.39031 1.40289
H 1.59728 -0.76984 -1.25062
H 2.40460 1.55013 -0.80669
H 1.42518 1.60344 0.67773
H 2.80191 0.47934 0.56245
*
```

Among the records above, which one has the lowest E_tot?
C34H28Cl5Sb2Tc

Look up the E_tot of the first one.
-19269.94161 eV

Which of these has the lowest E_tot?
C34H28Cl5Sb2Tc

Which value of molar mass does entry 1 give?
329.3 g/mol